Entry 1:
This record from the Open Molecules 2025 dataset describes 9 unconnected molecules or ions with the total composition C48H123N9O15. The level of theory is wB97M-V/def2-TZVPD.

The value obtained for the total energy is -3523.32544 a.u. The energy above the lowest of the compared OMol25 structures with the same formula, charge and spin is 10.331 eV. Its SMILES is COC[C@H](C)N.COC[C@H](C)N.COC[C@H](C)N.COCCNCCOC.COCCNCCOC.COCCNCCOC.COCCNCCOC.COCCNCCOC.COCCNCCOC. The value obtained for the HOMO-LUMO gap is 0.321 hartree. As for the maximum force: 4.401 eV/Å. The value obtained for the LUMO energy is 0.2252 eV.

```
! RIJCOSX wB97M-V def2-TZVPD def2/J DEFGRID3
* xyz 0 1
C 9.37 28.74 0.96
O 8.21 28.32 1.61
C 8.30 28.45 3.07
C 7.12 27.72 3.83
N 5.89 28.11 3.13
C 4.82 27.09 3.55
C 3.37 27.40 3.13
O 3.11 26.66 1.91
C 1.87 27.16 1.32
H 10.39 28.45 1.23
H 9.27 29.82 0.91
H 9.30 28.51 -0.10
H 8.15 29.49 3.35
H 9.24 28.37 3.63
H 7.10 28.05 4.86
H 7.19 26.64 3.72
H 6.10 28.07 2.14
H 4.73 26.88 4.62
H 5.11 26.10 3.19
H 3.18 28.44 2.87
H 2.64 27.29 3.93
H 1.94 28.14 0.85
H 0.99 27.06 1.95
H 1.67 26.40 0.57
C -0.13 21.83 3.13
O -1.25 21.87 2.28
C -2.50 21.74 2.98
C -3.56 22.52 2.26
N -3.15 23.92 2.17
C -4.02 24.79 1.51
C -3.81 24.89 0.00
O -4.90 25.69 -0.48
C -5.11 25.63 -1.86
H 0.59 22.59 2.82
H 0.21 20.81 2.97
H -0.37 22.02 4.18
H -2.36 22.31 3.90
H -2.67 20.67 3.09
H -4.52 22.38 2.75
H -3.51 22.28 1.20
H -2.37 23.82 1.54
H -4.05 25.75 2.03
H -5.09 24.56 1.51
H -3.87 23.89 -0.41
H -2.84 25.35 -0.20
H -4.82 26.57 -2.32
H -6.18 25.72 -2.03
H -4.65 24.87 -2.49
C 12.05 24.27 4.97
O 11.28 25.03 5.84
C 11.99 25.42 7.04
C 10.87 25.62 8.12
N 10.48 24.33 8.55
C 9.60 24.47 9.69
C 8.92 23.09 10.02
O 8.04 22.75 8.91
C 6.64 23.21 8.92
H 11.57 24.41 4.00
H 11.92 23.26 5.35
H 13.10 24.56 4.90
H 12.39 26.43 6.96
H 12.81 24.76 7.31
H 10.17 26.41 7.86
H 11.32 26.13 8.97
H 10.27 23.77 7.74
H 8.77 25.17 9.56
H 10.27 24.80 10.48
H 8.45 23.11 11.00
H 9.74 22.37 10.08
H 6.48 24.12 8.35
H 6.30 23.34 9.94
H 6.06 22.40 8.47
C 4.90 15.68 -0.53
O 5.03 17.10 -0.70
C 6.11 17.41 -1.54
C 6.42 18.91 -1.50
N 6.85 19.37 -0.20
C 6.52 20.78 -0.03
C 6.61 21.25 1.42
O 5.99 20.31 2.33
C 5.63 20.86 3.61
H 3.85 15.61 -0.23
H 5.47 15.26 0.29
H 5.04 15.09 -1.44
H 5.82 17.14 -2.56
H 7.08 16.94 -1.35
H 5.46 19.36 -1.74
H 6.83 19.24 -2.45
H 6.44 18.80 0.53
H 5.52 21.00 -0.41
H 7.23 21.42 -0.56
H 6.22 22.27 1.42
H 7.66 21.25 1.71
H 4.79 21.53 3.48
H 6.39 21.52 4.02
H 5.29 20.11 4.33
C -3.78 3.33 -3.35
O -3.16 4.52 -2.89
C -2.75 5.61 -3.75
C -1.40 6.11 -3.17
N -1.63 7.13 -2.16
C -0.53 7.31 -1.21
C 0.73 7.84 -1.92
O 1.60 8.28 -0.96
C 2.77 8.89 -1.46
H -4.74 3.47 -3.84
H -4.03 2.91 -2.37
H -2.93 2.86 -3.86
H -3.61 6.28 -3.67
H -2.59 5.29 -4.78
H -0.59 6.43 -3.84
H -1.04 5.31 -2.51
H -2.49 6.93 -1.66
H -0.31 6.41 -0.64
H -1.00 7.94 -0.44
H 0.35 8.67 -2.52
H 1.20 7.20 -2.67
H 2.92 9.56 -0.62
H 2.70 9.37 -2.43
H 3.63 8.22 -1.37
C 2.55 13.28 -5.40
O 2.64 14.63 -4.88
C 1.69 15.44 -5.43
C 2.04 16.84 -4.92
N 0.94 17.77 -5.06
C 1.00 18.99 -4.22
C 0.47 18.85 -2.84
O -0.86 18.50 -2.88
C -1.49 17.97 -1.71
H 2.64 13.29 -6.49
H 1.59 12.79 -5.25
H 3.29 12.56 -5.05
H 0.71 14.99 -5.28
H 1.72 15.44 -6.52
H 2.84 17.37 -5.43
H 2.29 16.78 -3.86
H 0.14 17.31 -4.66
H 0.46 19.81 -4.68
H 2.06 19.20 -4.07
H 0.72 19.81 -2.38
H 1.09 18.13 -2.31
H -1.29 16.98 -1.30
H -2.54 17.89 -1.98
H -1.19 18.61 -0.87
C 9.22 16.03 2.76
C 10.34 16.80 2.00
C 10.70 18.22 2.38
O 11.84 18.76 1.70
C 11.51 19.65 0.68
N 11.34 15.86 2.32
H 9.33 15.74 3.81
H 8.77 15.19 2.23
H 8.37 16.70 2.60
H 10.27 16.81 0.91
H 10.79 18.41 3.45
H 9.81 18.79 2.13
H 10.76 19.32 -0.04
H 12.33 20.00 0.05
H 10.99 20.52 1.07
H 11.90 16.20 3.09
H 11.84 15.76 1.44
C 7.85 16.35 -11.14
C 6.47 15.85 -10.72
C 6.34 15.75 -9.15
O 7.24 14.75 -8.64
C 7.31 14.74 -7.23
N 5.44 16.70 -11.34
H 8.55 15.66 -10.67
H 8.12 17.37 -10.86
H 7.98 16.29 -12.22
H 6.29 14.89 -11.22
H 5.36 15.58 -8.72
H 6.70 16.71 -8.79
H 8.05 13.97 -7.01
H 6.39 14.47 -6.70
H 7.68 15.65 -6.75
H 5.37 17.60 -10.90
H 4.56 16.24 -11.54
C 2.20 12.34 4.80
C 1.15 13.15 4.20
C 1.70 14.47 3.51
O 2.69 15.01 4.27
C 3.24 16.17 3.80
N 0.45 12.30 3.25
H 1.73 11.50 5.32
H 2.62 12.95 5.59
H 2.94 11.93 4.11
H 0.47 13.50 4.97
H 0.73 14.96 3.44
H 2.07 14.17 2.53
H 4.28 16.16 4.14
H 2.89 17.05 4.33
H 3.47 16.20 2.73
H -0.15 12.96 2.76
H 1.11 11.89 2.61
*
```

Löwdin atomic charge list, values in e, 5 entries: -0.145, -0.184, -0.178, -0.215, -0.052

***

Entry 2:
This record from the Open Molecules 2025 dataset describes 14 unconnected molecules or ions with the total composition C48H125BN11O21. The level of theory is wB97M-V/def2-TZVPD.

The value obtained for the total energy is -4111.11038 a.u. The energy above the lowest of the compared OMol25 structures with the same formula, charge and spin is 0.000 eV. The value obtained for the HOMO-LUMO gap is 0.318 hartree. As for the maximum force: 4.267 eV/Å. The value obtained for the LUMO energy is 1.8169 eV.

```
! RIJCOSX wB97M-V def2-TZVPD def2/J DEFGRID3
* xyz -1 1
O -2.79 -2.58 0.82
C -2.02 -1.63 0.66
O -0.82 -1.61 0.28
B -0.23 -0.25 0.26
O -1.31 0.60 0.73
C -2.38 -0.15 1.01
O -3.48 0.31 1.40
O 0.20 0.02 -1.17
C 1.47 0.41 -1.21
O 2.09 0.84 -2.18
C 2.02 0.30 0.23
O 1.08 -0.13 0.98
O 3.11 0.69 0.63
C 6.51 -1.25 -4.05
C 6.09 -0.35 -2.88
C 5.61 1.06 -3.40
O 6.57 1.62 -4.30
C 6.16 2.86 -4.85
N 4.95 -0.89 -2.08
H 5.66 -1.59 -4.65
H 6.97 -2.18 -3.71
H 7.13 -0.67 -4.73
H 7.05 -0.24 -2.37
H 5.65 1.71 -2.53
H 4.60 1.02 -3.81
H 6.11 3.60 -4.05
H 5.17 2.91 -5.30
H 6.90 3.09 -5.61
H 4.76 -0.29 -1.29
H 5.27 -1.73 -1.61
C -2.81 -1.81 7.20
C -3.04 -0.74 6.09
C -2.08 -1.00 4.85
O -0.68 -1.08 5.16
C 0.18 -1.25 4.06
N -4.39 -0.67 5.67
H -3.34 -1.55 8.12
H -1.73 -1.93 7.29
H -3.17 -2.80 6.95
H -2.87 0.21 6.59
H -2.30 -0.32 4.03
H -2.34 -2.00 4.50
H -0.26 -1.96 3.37
H 1.14 -1.68 4.38
H 0.36 -0.31 3.53
H -4.56 -0.05 4.89
H -4.82 -1.53 5.37
C -4.04 5.21 1.50
C -3.73 4.38 0.20
C -2.19 4.24 0.03
O -1.87 3.79 -1.28
C -0.50 3.48 -1.43
N -4.42 3.15 0.42
H -3.55 4.82 2.39
H -5.10 5.26 1.73
H -3.77 6.25 1.31
H -4.10 4.88 -0.69
H -1.71 3.72 0.86
H -1.71 5.22 0.11
H -0.37 3.03 -2.41
H -0.01 2.79 -0.73
H 0.09 4.39 -1.49
H -4.57 2.76 -0.50
H -3.82 2.48 0.87
C -0.98 1.10 -7.00
C -1.27 0.80 -5.52
C 0.01 0.47 -4.77
O 0.46 -0.82 -5.23
C 1.78 -1.14 -4.77
N -1.99 1.92 -5.00
H -0.47 0.25 -7.46
H -0.40 1.99 -7.27
H -1.90 1.16 -7.58
H -1.88 -0.10 -5.44
H -0.24 0.56 -3.72
H 0.70 1.28 -4.96
H 1.86 -1.26 -3.69
H 2.57 -0.57 -5.25
H 1.78 -2.19 -5.07
H -2.88 1.97 -5.48
H -1.44 2.71 -5.29
C -3.97 -2.40 -4.33
C -3.12 -2.17 -3.14
C -1.71 -2.78 -3.14
O -1.77 -4.25 -3.35
C -2.00 -4.98 -2.12
N -2.97 -0.73 -3.04
H -3.73 -1.85 -5.24
H -5.00 -2.25 -4.03
H -3.89 -3.47 -4.53
H -3.61 -2.54 -2.23
H -1.09 -2.50 -2.28
H -1.16 -2.33 -3.96
H -1.86 -6.03 -2.35
H -3.05 -4.81 -1.85
H -1.46 -4.68 -1.22
H -2.76 -0.30 -3.92
H -2.18 -0.51 -2.45
C 5.00 7.97 -3.02
C 4.01 7.16 -3.76
C 3.93 5.69 -3.13
O 2.76 5.06 -3.68
C 2.54 3.73 -3.21
N 2.71 7.79 -3.52
H 4.97 9.01 -3.35
H 6.02 7.57 -3.03
H 4.68 7.99 -1.98
H 4.15 7.21 -4.83
H 3.85 5.73 -2.05
H 4.84 5.16 -3.41
H 2.43 3.77 -2.13
H 3.35 3.08 -3.54
H 1.61 3.46 -3.71
H 2.11 7.00 -3.68
H 2.68 7.95 -2.53
C -0.86 -4.73 5.60
C -2.23 -5.45 5.43
C -2.41 -6.25 4.14
O -2.30 -5.41 2.97
C -2.78 -6.06 1.81
N -2.31 -6.34 6.54
H -0.73 -4.14 6.50
H -0.60 -4.09 4.75
H -0.08 -5.49 5.63
H -3.08 -4.78 5.50
H -3.33 -6.83 4.16
H -1.57 -6.93 3.95
H -2.34 -7.05 1.69
H -2.67 -5.31 1.02
H -3.83 -6.33 1.87
H -3.17 -6.87 6.57
H -1.52 -6.97 6.43
C -5.81 -4.50 0.07
C -6.43 -3.12 0.17
C -7.96 -3.10 0.42
O -8.67 -3.64 -0.68
C -8.47 -2.90 -1.87
N -5.72 -2.42 1.21
H -6.11 -5.18 0.87
H -4.73 -4.35 0.09
H -6.15 -4.95 -0.86
H -6.21 -2.66 -0.79
H -8.29 -2.07 0.53
H -8.26 -3.65 1.32
H -9.30 -3.02 -2.56
H -7.63 -3.32 -2.43
H -8.41 -1.82 -1.70
H -4.73 -2.47 1.05
H -5.95 -1.46 1.00
C 4.44 -2.60 1.91
C 4.24 -3.50 0.75
C 2.95 -3.16 -0.10
O 2.55 -4.30 -0.85
C 1.74 -3.89 -1.97
N 5.32 -3.40 -0.21
H 3.76 -2.89 2.71
H 4.22 -1.55 1.72
H 5.41 -2.59 2.40
H 4.25 -4.48 1.24
H 3.19 -2.36 -0.79
H 2.19 -2.79 0.59
H 1.47 -4.84 -2.43
H 2.29 -3.36 -2.75
H 0.80 -3.42 -1.69
H 4.97 -3.81 -1.06
H 5.99 -4.07 0.15
C 6.27 0.70 1.43
C 6.74 2.12 0.95
C 5.53 2.98 0.64
O 5.87 4.34 0.47
C 4.84 5.29 0.54
N 7.40 2.70 2.09
H 7.15 0.05 1.44
H 5.55 0.23 0.76
H 5.84 0.73 2.43
H 7.30 2.10 0.01
H 4.79 2.90 1.44
H 4.93 2.73 -0.24
H 4.47 5.45 1.55
H 3.98 5.03 -0.07
H 5.27 6.26 0.30
H 6.65 2.77 2.77
H 7.59 3.67 1.86
C -2.01 3.05 4.22
C -0.56 2.51 4.61
C 0.42 3.72 4.43
O 0.59 4.30 3.15
C 1.29 3.55 2.14
N -0.60 1.92 5.93
H -2.79 2.38 4.58
H -2.18 3.18 3.15
H -2.19 4.01 4.70
H -0.28 1.72 3.91
H 1.37 3.47 4.90
H 0.04 4.62 4.91
H 0.71 2.70 1.79
H 2.24 3.14 2.49
H 1.41 4.15 1.24
H -1.30 1.21 6.10
H 0.22 1.33 6.04
O -5.96 0.35 0.40
H -5.16 0.82 0.64
H -5.92 0.28 -0.56
O -4.49 -3.79 3.61
H -3.61 -4.15 3.64
H -4.64 -3.60 2.69
*
```

Löwdin atomic charge list, values in e, 5 entries: 0.102, -0.378, 0.238, -0.836, 0.233

***

Number 1: E_HOMO -8.51 eV. Number 2: E_HOMO -6.82 eV.